(A)
Formula: C10H12ClN
Source: the Open Molecules 2025 dataset
Level of theory: wB97M-V/def2-TZVPD

Positions of all 24 atoms, in Å:
C: -2.855 -0.058 -0.306
C: -2.226 1.092 -0.692
C: -2.250 -0.793 0.650
C: -1.006 1.430 -0.094
C: -1.011 -0.547 1.233
C: -0.324 0.614 0.842
C: 0.722 -1.987 -0.838
C: 1.623 -1.319 -0.024
C: 1.094 0.915 1.294
C: 2.082 0.027 -0.211
N: 1.788 0.751 -1.441
Cl: 3.850 0.185 0.287
H: -3.715 -0.447 -0.596
H: -2.753 1.801 -1.337
H: -2.633 -1.699 0.973
H: -0.636 2.419 -0.389
H: -0.535 -1.111 1.899
H: 0.694 -3.026 -0.604
H: 0.305 -1.516 -1.751
H: 1.971 -1.815 0.814
H: 1.438 0.301 2.085
H: 1.309 2.070 1.156
H: 2.291 1.729 -1.503
H: 0.776 0.982 -1.447

Summary:
Kohn-Sham gap: 9.1 eV

***

(B)
Formula: C10H12ClN
Source: the Open Molecules 2025 dataset
Level of theory: wB97M-V/def2-TZVPD

Positions of all 24 atoms, in Å:
C: -2.112 0.079 2.640
C: -1.943 0.985 1.629
C: -0.992 0.855 0.711
C: -0.063 -0.148 0.746
C: -0.270 -1.162 1.729
C: -1.298 -1.072 2.685
C: 0.955 -0.406 -0.278
C: 0.423 -0.960 -1.614
C: 0.964 -0.064 -2.672
C: 1.643 0.940 -0.736
H: -2.537 1.863 1.499
H: -0.945 1.537 -0.163
H: 0.407 -2.087 1.739
H: -1.535 -1.916 3.366
H: 1.682 -1.042 0.240
H: 0.674 -2.019 -1.877
H: -0.638 -0.906 -1.516
H: 0.339 0.042 -3.573
H: 1.905 -0.470 -2.957
H: 1.501 1.948 -2.600
H: 2.684 0.680 -0.963
H: 1.513 1.661 0.050
N: 0.988 1.264 -2.007
Cl: -3.346 0.398 3.920

Summary:
SMILES: Clc1ccc([C@H]2CCNC2)cc1
Kohn-Sham gap: 9.7 eV

***

Which of them is most stable, and which least? Most stable: (B); least stable: (A).

***

(A)
Formula: C4H5IN2O
Source: the Open Molecules 2025 dataset
Level of theory: wB97M-V/def2-TZVPD

Positions of all 13 atoms, in Å:
C: -0.301 0.549 -0.747
C: 1.517 0.419 1.170
C: -0.365 -0.450 0.303
C: -1.459 -1.429 0.353
N: 0.472 1.618 -0.638
N: 0.626 -0.515 1.154
O: 1.301 1.595 0.531
I: 1.822 2.506 -3.029
H: -0.720 0.310 -1.742
H: 2.500 0.322 1.559
H: -2.329 -0.792 0.472
H: -1.428 -2.238 1.232
H: -1.637 -1.895 -0.616

Summary:
Kohn-Sham gap (spin up / spin down): 8.6 / 5.6 eV

***

(B)
Formula: C4H5IN2O
Source: the Open Molecules 2025 dataset
Level of theory: wB97M-V/def2-TZVPD

Positions of all 13 atoms, in Å:
C: 0.213 1.272 -1.496
C: -0.029 -0.334 -0.100
C: -1.561 0.625 -0.222
C: 1.296 -1.454 1.426
N: 0.808 0.301 -0.814
N: -1.119 1.403 -1.188
O: 0.034 -1.268 0.803
I: -3.553 0.129 0.333
H: 0.781 1.678 -2.275
H: 1.193 -2.080 2.393
H: 1.787 -0.549 1.923
H: 1.892 -1.894 0.600
H: -1.742 2.172 -1.383

Summary:
SMILES: COc1nc[nH]c1I
Kohn-Sham gap: 7.4 eV

***

Which of them is most stable, and which least? Most stable: (B); least stable: (A).

***

(A)
Formula: C3H4NO
Source: the Open Molecules 2025 dataset
Level of theory: wB97M-V/def2-TZVPD

Positions of all 9 atoms, in Å:
C: 1.382 -0.052 0.000
C: -0.268 -0.796 0.007
C: -0.334 0.833 -0.003
N: 1.215 -1.231 -0.004
O: 1.058 1.245 0.003
H: -0.704 -1.208 0.920
H: -0.717 -1.213 -0.900
H: -0.807 1.205 -0.917
H: -0.825 1.219 0.895

Summary:
total charge: +1
Kohn-Sham gap: 10.9 eV

***

(B)
Formula: C3H4NO
Source: the Open Molecules 2025 dataset
Level of theory: wB97M-V/def2-TZVPD

Positions of all 9 atoms, in Å:
C: 0.089 -1.146 -0.362
C: -0.372 0.407 0.915
C: -0.905 -1.040 0.829
N: 0.481 0.220 -0.022
O: -1.634 -1.729 1.421
H: 0.862 -1.911 -0.256
H: -0.411 -1.220 -1.331
H: -1.679 2.546 1.604
H: 1.193 0.816 -0.438

Summary:
total charge: +1
Kohn-Sham gap (spin up / spin down): 7.6 / 9.2 eV

***

(C)
Formula: C3H4NO
Source: the Open Molecules 2025 dataset
Level of theory: wB97M-V/def2-TZVPD

Positions of all 9 atoms, in Å:
C: 0.830 -0.390 0.171
C: -2.893 0.399 -0.079
C: -0.488 -0.061 0.310
N: -1.585 0.286 0.409
O: -3.636 -0.507 -0.077
H: 1.027 -1.431 0.454
H: -3.066 1.425 -0.435
H: 1.457 0.263 0.795
H: 1.139 -0.241 -0.873

Summary:
total charge: +1
SMILES: CC#[N+]C=O
Kohn-Sham gap: 10.8 eV

***

(D)
Formula: C3H4NO
Source: the Open Molecules 2025 dataset
Level of theory: wB97M-V/def2-TZVPD

Positions of all 9 atoms, in Å:
C: 1.092 -0.633 -0.189
C: -0.285 -1.094 0.173
C: -0.418 1.094 0.072
N: 1.131 0.610 -0.389
O: -1.091 -0.080 0.177
H: 2.044 -1.173 -0.338
H: -0.454 -2.200 0.352
H: -0.403 1.774 0.934
H: -0.879 1.749 -0.575

Summary:
total charge: +1
Kohn-Sham gap: 9.4 eV

***

Which of them is most stable, and which least? Most stable: (C); least stable: (B).

***

(A)
Formula: C3H4NO
Source: the Open Molecules 2025 dataset
Level of theory: wB97M-V/def2-TZVPD

Positions of all 9 atoms, in Å:
C: -0.154 1.552 0.004
C: -1.275 -0.938 0.051
C: 1.178 -0.424 -0.043
N: 0.739 0.783 -0.027
O: -1.694 0.134 0.056
H: -0.416 2.582 0.004
H: -1.456 -1.995 0.064
H: 1.572 -0.846 0.872
H: 1.507 -0.846 -0.981

Summary:
total charge: +1
Kohn-Sham gap: 9.3 eV

***

(B)
Formula: C3H4NO
Source: the Open Molecules 2025 dataset
Level of theory: wB97M-V/def2-TZVPD

Positions of all 9 atoms, in Å:
C: 0.208 1.187 -0.052
C: -0.055 -1.049 0.358
C: -0.447 -1.111 -0.905
N: 0.392 0.192 0.751
O: -0.745 -1.247 -2.004
H: -0.109 1.160 -1.062
H: 0.335 2.210 0.108
H: -0.182 -1.727 1.105
H: 0.602 0.386 1.700

Summary:
total charge: +1
SMILES: C=[NH+]C=C=O
Kohn-Sham gap: 8.7 eV

***

Which of them is most stable, and which least? Most stable: (B); least stable: (A).